{
  "formula": "C26H34F7N2O22",
  "method": "ωB97M-V with the def2-TZVPD basis set",
  "largest_force_ha_per_bohr": 0.018,
  "total_charge": -1,
  "homo_lumo_gap_ev": 3.818,
  "mol_weight_g_mol": 859.5,
  "homo_ha": -0.067,
  "species": ["C", "C", "N", "N", "C", "C", "C", "O", "H", "H", "H", "H", "H", "H", "H", "H", "H", "H", "H", "H", "H", "C", "C", "O", "C", "O", "O", "F", "H", "H", "H", "C", "C", "O", "C", "O", "O", "F", "H", "H", "H", "C", "C", "O", "C", "O", "O", "F", "H", "H", "H", "C", "C", "O", "C", "O", "O", "F", "H", "H", "H", "C", "C", "O", "C", "O", "O", "F", "H", "H", "H", "C", "C", "O", "C", "O", "O", "F", "H", "H", "H", "C", "C", "O", "C", "O", "O", "F", "H", "H", "H"],
  "xyz": [[4.6843, 0.1869, 3.9103], [3.4111, 0.8958, 3.4055], [3.0014, 0.5553, 2.0496], [3.0806, 1.6326, 1.0873], [4.4609, 1.9211, 0.8247], [5.2087, 0.8304, 0.0140], [6.7291, 0.8232, 0.1284], [7.3056, 2.1021, 0.4209], [5.2635, 0.8762, 4.5236], [5.3004, -0.1345, 3.0761], [4.4650, -0.6575, 4.5597], [3.5483, 1.9663, 3.4932], [2.6033, 0.6358, 4.0924], [3.4985, -0.2864, 1.7528], [5.0668, 2.1572, 1.7241], [4.4713, 2.8321, 0.2193], [4.8226, -0.1565, 0.2557], [4.9772, 1.0131, -1.0367], [7.1819, 0.4617, -0.7990], [7.0554, 0.1754, 0.9367], [6.9954, 2.7221, -0.2447], [1.3181, -1.4583, 0.5849], [2.4786, -2.2171, -0.0048], [1.9463, -3.5407, -0.1324], [0.6041, -3.4181, -0.2800], [-0.1075, -4.3047, -0.6578], [0.1938, -2.1924, 0.0313], [3.5573, -2.2632, 0.8131], [1.2874, -1.5230, 1.6729], [1.3023, -0.4137, 0.2859], [2.8001, -1.8703, -0.9870], [1.3307, -2.6342, 6.4292], [2.1237, -1.3429, 6.3877], [2.0668, -1.0018, 5.0225], [0.9232, -1.5237, 4.5038], [0.4478, -1.2219, 3.4656], [0.4008, -2.4459, 5.3618], [3.4142, -1.5263, 6.7598], [1.9710, -3.4904, 6.2122], [0.8094, -2.7963, 7.3686], [1.7012, -0.5273, 6.9771], [-2.9521, -3.6221, -2.0339], [-3.7246, -3.8936, -3.3072], [-4.7032, -2.8615, -3.2900], [-4.1799, -1.8150, -2.5853], [-4.6448, -0.7195, -2.5941], [-3.0945, -2.1963, -1.9033], [-4.3431, -5.0962, -3.2891], [-3.4158, -4.1088, -1.1761], [-1.9072, -3.9091, -2.0801], [-3.1403, -3.8115, -4.2243], [-7.5835, 0.2067, -3.8628], [-7.9253, -1.2639, -3.9496], [-9.0335, -1.2633, -4.8414], [-8.9110, -0.1760, -5.6499], [-9.5068, -0.0204, -6.6647], [-7.9919, 0.6832, -5.1567], [-8.3070, -1.7800, -2.7609], [-8.1670, 0.7064, -3.0895], [-6.5249, 0.3824, -3.6961], [-7.1338, -1.8895, -4.3659], [-5.9951, -1.6343, -7.6214], [-4.4832, -1.7216, -7.5835], [-4.2643, -2.7094, -6.5935], [-5.3522, -3.5366, -6.5798], [-5.3881, -4.5952, -6.0561], [-6.3774, -2.9668, -7.2636], [-3.9091, -0.5614, -7.1943], [-6.3673, -0.9311, -6.8749], [-6.3901, -1.3646, -8.5960], [-4.0234, -2.0448, -8.5188], [0.1819, 4.0579, -1.0197], [-1.1654, 3.5801, -1.5240], [-0.8424, 2.3587, -2.1465], [0.2885, 1.8750, -1.5184], [0.6948, 0.7701, -1.6055], [0.8538, 2.8312, -0.7746], [-1.7126, 4.4274, -2.4425], [0.7152, 4.6256, -1.7850], [0.1204, 4.6466, -0.1085], [-1.9017, 3.3972, -0.7398], [3.7473, 5.5426, 6.8101], [4.8158, 4.7427, 6.0920], [4.1873, 3.4975, 5.9110], [2.8355, 3.7090, 5.8456], [2.0502, 2.9313, 5.4423], [2.5470, 4.9658, 6.2991], [5.9288, 4.5839, 6.8550], [3.8025, 5.3835, 7.8883], [3.7835, 6.6072, 6.5959], [5.1097, 5.1405, 5.1197]],
  "mulliken_charge": [-1.049, -0.204, 0.320, -0.635, -0.698, 0.250, -0.774, -0.535, 0.153, 0.271, 0.317, 0.307, 0.167, -0.185, 0.201, 0.362, -0.381, 0.355, 0.342, 0.313, 0.307, 1.036, 0.514, -0.411, 0.507, -0.621, -0.329, -0.338, -0.334, -0.210, 0.290, -0.491, 0.223, -0.039, 0.431, -0.534, -0.359, -0.312, 0.277, 0.274, 0.312, -0.443, 0.445, -0.220, 0.577, -0.538, -0.239, -0.319, 0.217, 0.229, 0.271, -0.299, 0.714, -0.373, 0.659, -0.534, -0.365, -0.298, 0.325, 0.222, -0.021, -0.199, 0.266, -0.282, 0.732, -0.491, -0.333, -0.276, 0.011, 0.317, 0.254, -0.506, 0.327, -0.313, 0.521, -0.453, -0.203, -0.311, 0.282, 0.288, 0.271, -0.484, 0.291, -0.232, 0.600, -0.396, -0.351, -0.287, 0.274, 0.267, 0.318]
}

{
  "formula": "C21H35F6N5O4P2RbS4Sb",
  "method": "ωB97M-V with the def2-TZVPD basis set",
  "largest_force_ha_per_bohr": 0.019,
  "total_charge": -2,
  "homo_lumo_gap_ev": 6.746,
  "mol_weight_g_mol": 933.0,
  "homo_ha": -0.105,
  "species": ["Rb", "C", "C", "O", "P", "S", "S", "O", "C", "C", "H", "H", "H", "H", "H", "H", "H", "H", "H", "H", "F", "Sb", "F", "F", "F", "F", "F", "C", "C", "N", "C", "C", "N", "C", "N", "N", "N", "C", "C", "C", "C", "C", "C", "H", "H", "H", "H", "H", "H", "H", "H", "H", "H", "H", "C", "C", "C", "O", "P", "S", "S", "O", "C", "C", "C", "H", "H", "H", "H", "H", "H", "H", "H", "H", "H", "H", "H", "H", "H"],
  "xyz": [[0.9697, -0.6537, 0.2590], [-0.1347, 3.2225, 5.6133], [-1.3391, 2.5892, 4.9506], [-1.0471, 1.2231, 4.6762], [-1.1407, 0.6802, 3.1523], [-0.6651, -1.2247, 3.1909], [-0.2158, 1.9391, 1.9258], [-2.7386, 0.8606, 2.9516], [-3.3171, 0.4291, 1.7145], [-4.2763, -0.7089, 1.9719], [-0.3338, 4.2716, 5.8447], [0.7209, 3.1686, 4.9402], [0.1179, 2.7013, 6.5381], [-1.5844, 3.1202, 4.0284], [-2.2158, 2.6111, 5.6039], [-2.5395, 0.1149, 1.0167], [-3.8235, 1.2920, 1.2750], [-3.7354, -1.5513, 2.4045], [-4.7233, -1.0320, 1.0309], [-5.0626, -0.3994, 2.6644], [3.2893, 0.1534, -0.8001], [4.4068, -1.3876, -0.7388], [4.6008, -1.1331, 1.1149], [5.9284, -0.3230, -1.0675], [5.4425, -2.9584, -0.6695], [4.1584, -1.6134, -2.5962], [2.8259, -2.3919, -0.4124], [1.7936, -0.0412, -3.8481], [0.6627, 0.8698, -3.5170], [0.0000, 0.8720, -2.3943], [-0.9600, 1.8502, -2.5065], [-0.8702, 2.4573, -3.7168], [0.1816, 1.8302, -4.3674], [0.6831, 2.1621, -5.6645], [-0.2917, 1.8985, -6.7087], [-0.4401, 2.7961, -7.7020], [-1.2950, 2.3623, -8.5548], [-1.7344, 1.1301, -8.1217], [-2.6633, 0.2496, -8.6914], [-2.9016, -0.9239, -8.0214], [-2.2464, -1.2277, -6.8027], [-1.3414, -0.3718, -6.2249], [-1.0939, 0.8198, -6.9260], [1.7662, -0.8946, -3.1761], [2.7627, 0.4417, -3.7143], [1.7284, -0.4230, -4.8686], [-1.6555, 2.0385, -1.7067], [-1.4400, 3.2390, -4.1871], [1.5914, 1.5875, -5.8443], [0.9188, 3.2240, -5.7409], [-3.1626, 0.4971, -9.6183], [-3.6124, -1.6354, -8.4199], [-2.4754, -2.1514, -6.2883], [-0.8787, -0.6135, -5.2775], [-4.8980, -1.0966, -4.1965], [-5.3563, -1.6401, -2.8576], [-6.8539, -1.8726, -2.8001], [-4.7505, -2.8982, -2.5796], [-3.1477, -3.0528, -2.2706], [-2.1846, -3.6324, -3.8756], [-2.5761, -1.4439, -1.2867], [-3.2556, -4.3295, -1.2810], [-3.9681, -4.1966, -0.0393], [-5.0991, -5.2059, -0.0507], [-2.9810, -4.3962, 1.0918], [-5.4205, -0.1638, -4.4249], [-5.0965, -1.8237, -4.9872], [-3.8271, -0.8981, -4.1747], [-5.0590, -0.9380, -2.0700], [-7.1558, -2.5840, -3.5717], [-7.3907, -0.9345, -2.9597], [-7.1388, -2.2777, -1.8285], [-4.3780, -3.1851, 0.0291], [-4.6988, -6.2186, -0.1375], [-5.7550, -5.0190, -0.9009], [-5.6799, -5.1381, 0.8721], [-2.4818, -5.3618, 0.9838], [-3.4893, -4.3676, 2.0587], [-2.2310, -3.6067, 1.0755]],
  "mulliken_charge": [0.917, -1.110, -0.297, -0.422, 0.538, -0.517, -0.521, -0.412, -0.177, -0.714, 0.366, 0.229, 0.283, 0.364, 0.275, 0.170, 0.246, 0.079, 0.086, 0.381, -0.649, 2.580, -0.561, -0.597, -0.593, -0.585, -0.672, -1.497, 0.552, 0.197, -0.587, -0.656, 0.353, -1.006, 0.709, -0.815, -0.593, 0.196, -0.709, -0.726, -0.464, -0.639, 1.605, 0.241, 0.347, 0.443, 0.462, 0.441, 0.417, 0.400, 0.397, 0.394, 0.278, 0.295, -1.106, 0.832, -1.651, -0.430, 0.188, -0.564, 0.073, -0.421, 1.565, -1.576, -1.379, 0.454, 0.315, 0.018, 0.141, 0.333, 0.404, 0.375, -0.264, 0.333, 0.347, 0.364, 0.357, 0.376, 0.191]
}

{
  "formula": "C45H36N5NiO2P2",
  "method": "ωB97M-V with the def2-TZVPD basis set",
  "largest_force_ha_per_bohr": 0.102,
  "total_charge": 1,
  "s_squared": 2.012,
  "spin_multiplicity": 3,
  "homo_lumo_gap_ev": [7.841, 5.959],
  "mol_weight_g_mol": 799.5,
  "homo_ha": [-0.375, -0.375],
  "species": ["Ni", "O", "C", "C", "C", "C", "C", "C", "P", "C", "C", "C", "C", "C", "C", "C", "C", "C", "C", "C", "C", "C", "C", "C", "C", "C", "C", "P", "C", "C", "C", "C", "C", "C", "C", "C", "C", "C", "C", "C", "H", "H", "H", "H", "H", "H", "H", "H", "H", "H", "H", "H", "H", "H", "H", "H", "H", "H", "H", "H", "H", "H", "H", "H", "H", "H", "H", "H", "N", "C", "N", "C", "C", "O", "C", "C", "H", "H", "H", "H", "H", "H", "H", "H", "N", "C", "C", "C", "N", "C", "N"],
  "xyz": [[0.1116, 0.0657, -0.6336], [-0.9143, -0.5153, 2.6230], [-2.2131, -0.8396, 2.3095], [-2.8167, -1.7324, 3.1812], [-4.1410, -2.1708, 2.9828], [-4.8448, -1.6893, 1.9078], [-4.2410, -0.7249, 1.1145], [-2.8752, -0.3971, 1.1626], [-2.0903, 0.3276, -0.3225], [-3.0625, -0.4972, -1.6440], [-2.9918, -1.9019, -1.8348], [-3.7538, -2.4593, -2.8640], [-4.4980, -1.6781, -3.7471], [-4.5258, -0.2907, -3.5690], [-3.7844, 0.2718, -2.5009], [-2.4387, 2.0857, -0.3443], [-3.0491, 2.7319, 0.7354], [-3.3550, 4.0789, 0.7164], [-3.2330, 4.7920, -0.4895], [-2.6856, 4.1701, -1.6086], [-2.2600, 2.8457, -1.5078], [-0.5647, 0.6135, 3.3303], [-1.0582, 0.9625, 4.5541], [-0.2931, 1.7424, 5.4310], [0.7582, 2.4688, 4.9386], [1.1608, 2.3357, 3.5947], [0.4721, 1.4154, 2.7516], [1.1242, 1.0364, 1.0310], [1.6359, 2.6959, 0.4068], [0.8192, 3.8293, 0.5770], [1.1408, 5.0991, 0.0647], [2.3188, 5.2177, -0.6839], [3.0864, 4.1051, -0.9582], [2.7307, 2.8787, -0.4442], [2.4801, 0.0495, 1.6620], [2.3177, -1.3086, 1.9034], [3.3863, -2.1122, 2.3922], [4.5983, -1.5194, 2.8268], [4.7757, -0.1879, 2.6343], [3.7634, 0.5179, 1.9438], [-2.2454, -2.0703, 4.0590], [-4.5225, -2.9957, 3.6062], [-5.9228, -1.9718, 1.7719], [-4.8527, -0.1815, 0.4145], [-2.3629, -2.5000, -1.1861], [-3.7577, -3.5326, -2.9171], [-4.9616, -2.1303, -4.5974], [-5.1053, 0.3332, -4.1744], [-3.9294, 1.3364, -2.3032], [-3.3646, 2.1596, 1.5911], [-3.8826, 4.5824, 1.5168], [-3.6042, 5.8063, -0.5943], [-2.6380, 4.6888, -2.5661], [-1.8373, 2.3526, -2.3504], [-1.9878, 0.4508, 4.9211], [-0.5488, 1.7272, 6.5099], [1.3615, 3.0617, 5.6073], [1.9138, 2.9850, 3.2300], [-0.1057, 3.6542, 1.1499], [0.5194, 5.9350, 0.3401], [2.6109, 6.1588, -1.0977], [3.9638, 4.2153, -1.5901], [3.3155, 2.0152, -0.5948], [1.3827, -1.7708, 1.6082], [3.2194, -3.1675, 2.4718], [5.3666, -2.1197, 3.2974], [5.6017, 0.3717, 3.0139], [3.9723, 1.5880, 1.8307], [0.2641, -1.8347, -0.7973], [0.7402, -2.8172, -1.3001], [1.2686, -3.9367, -1.7835], [1.1807, -5.1980, -1.1068], [2.4909, -5.6760, -0.5536], [3.4513, -5.6764, -1.6164], [3.5142, -4.3689, -2.2583], [2.2367, -3.9713, -2.8932], [0.8156, -5.9727, -1.7649], [0.5059, -5.1460, -0.2523], [2.3591, -6.7199, -0.3397], [2.8247, -5.1763, 0.3787], [4.2626, -4.5353, -3.0804], [3.9114, -3.6476, -1.5343], [1.9696, -4.7408, -3.6168], [2.3391, -2.9680, -3.3006], [1.0925, 0.7311, -2.1804], [1.7485, 0.7339, -3.1336], [2.4459, 0.7461, -4.3271], [2.5622, 1.8899, -5.1536], [2.5862, 2.7353, -5.9402], [3.1716, -0.3822, -4.8033], [3.6703, -1.3631, -5.2339]],
  "lowdin_spin": [1.554, 0.001, 0.001, 0.000, 0.001, 0.000, 0.002, 0.002, 0.066, 0.016, 0.007, -0.001, 0.008, -0.001, 0.009, 0.013, 0.006, 0.000, 0.007, -0.001, 0.007, 0.001, 0.000, 0.001, 0.000, 0.003, 0.008, 0.073, 0.011, 0.008, -0.001, 0.009, 0.000, 0.006, 0.015, 0.004, -0.001, 0.003, 0.000, 0.006, 0.000, 0.000, 0.000, 0.000, 0.000, 0.000, 0.000, 0.000, 0.001, 0.000, 0.000, 0.000, 0.000, 0.000, 0.000, 0.000, 0.000, 0.000, 0.000, 0.000, 0.001, 0.000, 0.000, 0.000, 0.000, 0.000, 0.000, 0.000, 0.047, 0.008, 0.006, 0.000, 0.000, 0.000, 0.000, 0.000, 0.000, 0.000, 0.000, 0.000, 0.000, 0.000, 0.000, 0.000, 0.029, 0.019, 0.019, 0.003, 0.009, 0.002, 0.010]
}

{
  "formula": "C4H8S",
  "method": "ωB97M-V with the def2-TZVPD basis set",
  "largest_force_ha_per_bohr": 0.134,
  "de_lowest_kcal_mol": 101.9,
  "homo_lumo_gap_ev": 9.364,
  "mol_weight_g_mol": 88.2,
  "homo_ha": -0.312,
  "species": ["C", "C", "C", "C", "H", "H", "H", "H", "H", "H", "H", "H", "S"],
  "xyz": [[-1.1902, -1.3166, 0.1846], [-1.2504, 0.1432, -0.4950], [-0.7100, 1.2582, 0.6178], [0.0832, 0.6299, -0.5269], [-2.2840, -1.6843, 0.4225], [-0.6265, -2.2799, -0.4760], [-0.8679, -0.9559, 1.4326], [-1.6994, 0.4301, -1.5647], [-0.7377, 2.5130, 0.3722], [-0.6118, 1.0690, 1.6321], [0.2969, 1.4386, -1.3691], [1.8867, 0.8192, 0.4047], [1.4405, -0.3524, 0.0289]],
  "nbo_charge": [-0.675, -0.255, -0.424, -0.394, 0.223, 0.249, 0.246, 0.249, 0.217, 0.216, 0.223, 0.119, 0.005]
}